Here is an isolated molecule of C5H12N4 from OMol25. Energies are from ωB97M-V/def2-TZVPD.

Computed properties:
energy relative to the best compared isomer or geometry (same formula, charge and spin) = 2.904 eV
structure (SMILES) = C=C/C(N)=C(\C)N(N)N
E = -11337.317 eV
gap between HOMO and LUMO = 8.12 eV
E_LUMO = 0.03524 Ha
2S+1 = 1

Each line ends with the natural charge from an NBO analysis.
Cartesian coordinates (Å):
H (1.100640, -1.763813, 0.488983)  0.24
H (-2.317651, -1.159451, 1.367336)  0.33
H (-2.460804, -0.615559, -1.301673)  0.33
C (2.938400, -0.091724, 0.272920)  -0.38
H (3.980427, -0.273784, 0.069026)  0.20
H (-3.022173, 0.897881, -0.964452)  0.36
H (2.615039, -0.255892, 1.285263)  0.19
C (0.694772, 0.650316, -0.535730)  0.12
C (0.158898, -1.378521, 0.867791)  -0.65
C (-0.185097, -0.092011, 0.173287)  0.06
C (2.116876, 0.344140, -0.674463)  -0.21
H (-0.611828, -2.129748, 0.676144)  0.20
N (-1.541359, 0.356512, 0.225953)  -0.16
H (0.247948, -1.254846, 1.949332)  0.21
N (0.296843, 1.815699, -1.192032)  -0.81
H (2.524746, 0.561242, -1.656991)  0.19
N (-2.382604, -0.146383, 1.242868)  -0.67
N (-2.179849, 0.333160, -1.034820)  -0.67
H (-2.140934, 0.306360, 2.117288)  0.36
H (0.861800, 2.049648, -1.994762)  0.37
H (-0.694088, 1.846774, -1.381270)  0.40

Cartesian forces (eV/Å) of the 6 atoms listed first:
H 0.0 -0.1 0.0
H 0.1 0.2 -0.1
H 0.1 0.2 0.1
C 0.0 0.1 -0.1
H 0.2 0.0 -0.1
H 0.1 -0.1 0.1